The following is a quantum chemistry calculation of a cluster of 2 separate species, C5H11N2 in total at a distorted geometry, from the OMol25 dataset.

```
18
Properties=species:S:1:pos:R:3:forces:R:3
C -0.9343 -0.9947 0.8451 -0.99 -0.31 -1.14
C 2.8240 -0.7860 0.4693 -4.11 0.43 -3.19
C 1.1408 0.6056 -0.4451 -0.39 0.65 -1.39
C -0.1986 0.9916 -0.5689 3.96 -3.99 2.62
C -0.8799 1.8304 -1.5436 2.35 0.68 -1.29
N -1.9396 -1.6839 1.4447 2.71 -0.76 0.64
N -1.0355 0.2081 0.3020 -2.78 -1.02 1.64
H -0.1158 -1.6880 0.6585 0.51 0.94 -0.06
H 2.2355 -0.6411 1.3211 -0.41 -0.97 1.44
H 3.7081 -0.2632 0.4187 1.76 1.41 -0.23
H 2.6281 -1.4862 -0.3849 0.16 0.27 1.58
H 1.7623 0.9617 -1.2583 0.09 0.47 0.16
H -1.2979 1.2697 -2.3631 -0.15 -0.34 -0.31
H 0.0250 2.3789 -1.9033 -1.15 0.12 -0.40
H -1.6023 2.5333 -1.2149 -0.59 0.61 0.78
H -1.5418 -2.5144 1.9625 -1.25 1.24 -0.83
H -2.7900 -1.2992 1.7955 -0.46 0.40 0.16
H -1.9883 0.5772 0.4649 0.74 0.15 -0.18
```
Forces are in eV/Å.

As for the energy above the lowest of the compared OMol25 structures with the same formula, charge and spin: 473.1 kJ/mol. The value obtained for the HOMO energy is -0.4712 Eh. The total energy comes out at -306.203278 a.u. The value obtained for the HOMO-LUMO gap is 8.77 eV. The charge is +1.

***

The following is a quantum chemistry calculation of a structure of composition C8H21CrNOP2 at a distorted geometry, from the OMol25 dataset.

```
34
Properties=species:S:1:pos:R:3:forces:R:3
Cr 0.1634 -0.0672 0.1943 -0.46 0.32 0.29
H 2.5788 -0.4713 -1.1711 -0.02 -0.45 -0.08
H 2.2869 -1.1661 -1.1373 0.29 0.36 -0.11
P 0.6341 2.0463 -0.1755 0.73 1.52 0.21
P -0.7734 -2.0332 -0.1010 -0.42 -1.34 -0.03
C -0.7299 -2.9732 1.4602 -0.17 -0.35 -0.01
H -1.2886 -3.9009 1.3186 0.07 -0.11 0.18
H 0.2978 -3.2000 1.7540 -0.08 -0.02 -0.11
H -1.1938 -2.4024 2.2694 0.00 0.05 -0.20
C -2.5428 -2.0001 -0.4684 -0.15 -0.24 -0.28
H -2.7179 -1.5532 -1.4473 0.06 -0.05 -0.01
H -2.9104 -3.0271 -0.4577 -0.19 0.00 -0.06
H -3.0756 -1.3961 0.2673 0.18 -0.09 0.03
C -0.0184 -3.1745 -1.3001 -0.26 -0.33 -0.12
H 1.0231 -3.3858 -1.0211 -0.34 0.00 0.03
H -0.6118 -4.1011 -1.3055 0.35 0.09 -0.18
H -0.0071 -2.7232 -2.3000 -0.12 -0.09 0.25
C -0.7772 3.1629 -0.3777 -0.05 0.15 -0.35
H -0.4060 4.1890 -0.4182 -0.12 0.04 -0.02
H -1.3088 2.9256 -1.3009 0.07 0.02 0.00
H -1.4875 3.0398 0.4417 0.22 -0.03 0.00
C 1.4513 2.7708 1.2945 0.08 0.39 -0.05
H 2.4220 2.3000 1.4751 -0.10 0.06 -0.11
H 1.5893 3.8428 1.1275 0.12 0.00 0.16
H 0.8396 2.6310 2.1908 -0.04 -0.03 -0.20
C 1.8016 2.4648 -1.5099 -0.10 0.29 -0.14
H 1.4125 2.0935 -2.4654 0.03 0.15 0.21
H 1.9133 3.5588 -1.5417 0.18 -0.31 -0.15
H 2.7720 1.9798 -1.3359 -0.26 0.22 0.06
C 1.2079 -0.4016 1.7272 3.22 -1.02 5.09
O 1.7184 -0.5606 2.7802 -1.72 0.54 -3.50
H -0.2414 0.1578 -1.3035 -0.26 0.02 -1.28
N -2.5254 0.8668 1.6552 2.72 -0.96 -1.13
C -1.4959 0.5077 1.1821 -3.51 1.23 1.60
```
Forces are in eV/Å.

As for the energy above the lowest of the compared OMol25 structures with the same formula, charge and spin: 0.0 kJ/mol. The value obtained for the HOMO energy (spin up / spin down) is -0.2569 / -0.3359 Eh. The total energy comes out at -2174.481553 a.u. The value obtained for the HOMO-LUMO gap (spin up / spin down) is 7.63 / 8.72 eV. The spin multiplicity is 5.

***

The following is a quantum chemistry calculation of the ion C8H12F3N2O2 with charge +1 at a distorted geometry, from the OMol25 dataset.

```
27
Properties=species:S:1:pos:R:3:forces:R:3
C 1.5421 -0.7558 -0.7066 -0.48 2.95 3.91
C 0.1972 1.2752 0.6367 0.64 -0.56 -1.84
C -1.5016 -1.4576 1.3175 -0.23 -1.65 1.05
C -2.1867 -0.5814 0.2524 1.46 -1.94 -1.59
C -0.0239 -1.0253 1.3566 -0.77 0.75 1.60
C -0.9982 -0.3352 -0.7422 -1.54 0.87 -0.28
C -1.2145 0.8870 -1.6614 0.18 1.44 1.49
C 2.9075 -0.1999 -0.0735 1.66 -0.24 -0.19
N 0.8677 2.0679 -0.1974 2.15 -1.21 -2.54
N 0.2225 -0.1840 0.1224 0.72 -0.14 0.42
O 1.3686 -1.5215 -1.5300 0.12 -1.52 -1.91
O -0.4736 1.5398 1.5756 0.07 0.34 0.20
F 2.7827 0.4681 1.0876 -0.59 -0.58 -1.03
F 3.7304 -1.2105 0.1183 -0.54 -0.93 0.51
F 3.5648 0.5495 -0.9661 -1.13 0.74 -0.10
H -1.9415 -1.3479 2.3603 0.41 0.02 -1.42
H -1.4394 -2.5634 1.1518 -0.79 0.90 -0.35
H -3.0150 -1.0374 -0.3836 0.82 0.68 1.39
H -2.3898 0.3216 0.7498 -1.01 1.26 0.19
H 0.0397 -0.3508 2.2789 0.84 -1.19 -1.50
H 0.6285 -1.8873 1.3360 0.34 0.05 0.27
H -0.8762 -1.2343 -1.3258 0.31 -0.27 -0.15
H -1.5642 1.7793 -0.9992 0.33 -1.52 -1.25
H -2.0125 0.6641 -2.3638 0.21 0.04 -0.21
H -0.2679 1.2645 -2.1332 -1.24 -0.77 -0.14
H 1.4067 1.8718 -1.1428 -1.68 0.00 3.05
H 0.6467 3.0035 -0.1184 -0.27 2.45 0.44
```
Forces are in eV/Å.

As for the energy above the lowest of the compared OMol25 structures with the same formula, charge and spin: 0.0 kJ/mol. The value obtained for the HOMO energy is -0.5688 Eh. Its structure (SMILES) is C[C@@H]1CCC[N@@+]1(C(N)=O)C(=O)C(F)(F)F. The total energy comes out at -871.332646 a.u. The value obtained for the HOMO-LUMO gap is 10.79 eV. The charge is +1.

***

The following is a quantum chemistry calculation of a cluster of 2 separate species, O2P in total at a distorted geometry, from the OMol25 dataset.

```
3
Properties=species:S:1:pos:R:3:forces:R:3
O 0.1464 -0.1129 -1.6787 -1.08 -0.06 2.28
O 0.4976 0.2987 2.0302 -0.49 -0.23 -1.34
P -0.6441 -0.1858 -0.3515 1.56 0.29 -0.94
```
Forces are in eV/Å.

As for the energy above the lowest of the compared OMol25 structures with the same formula, charge and spin: 112.6 kJ/mol. The value obtained for the HOMO energy (spin up / spin down) is -0.0900 / -0.1194 Eh. The total energy comes out at -491.739302 a.u. The value obtained for the HOMO-LUMO gap (spin up / spin down) is 6.96 / 7.99 eV. The charge is -1. The spin multiplicity is 3.

***

The following is a quantum chemistry calculation of a cluster of 2 separate species, C4H14N4 in total at a distorted geometry, from the OMol25 dataset.

```
22
Properties=species:S:1:pos:R:3:forces:R:3
C -0.7787 0.4240 -0.8329 2.96 1.89 -2.94
C 0.5454 0.0108 -0.1130 -0.89 -0.55 -0.45
C -1.6005 -0.6908 -1.4199 -0.09 0.14 -0.35
C 0.7911 -0.7575 2.2627 0.07 0.03 -0.07
N 0.0641 -0.7856 1.0051 0.13 0.02 0.54
N -1.5083 1.4037 -0.2244 -0.49 0.75 0.51
N 1.3374 1.1481 0.3054 -0.06 0.31 -0.19
N 1.3041 -0.8106 -1.0409 0.15 0.09 -0.06
H -0.0805 -1.7396 0.6994 0.10 0.16 -0.13
H -0.0942 1.3406 -1.9254 -1.25 -2.44 1.63
H -0.9585 2.2447 -0.0380 -1.23 -0.47 0.44
H -2.4115 1.1550 0.1585 0.47 0.61 0.23
H 0.9153 1.6381 1.0872 -0.04 0.07 -0.11
H 1.3849 1.7895 -0.5069 0.02 -0.42 0.70
H 2.2150 -0.9834 -0.6253 0.00 0.02 -0.10
H 1.4561 -0.2628 -1.8877 0.01 -0.18 0.08
H -2.4745 -0.9118 -0.8065 -0.07 0.17 0.14
H -1.9412 -0.3574 -2.4013 -0.14 -0.23 0.08
H -1.0479 -1.6171 -1.5282 0.22 0.05 -0.11
H 0.7368 0.2437 2.6922 0.08 -0.09 0.09
H 0.3003 -1.4357 2.9610 0.01 0.01 -0.02
H 1.8452 -1.0455 2.1789 0.05 0.05 0.07
```
Forces are in eV/Å.

As for the energy above the lowest of the compared OMol25 structures with the same formula, charge and spin: 214.3 kJ/mol. The value obtained for the HOMO energy is -0.2964 Eh. The total energy comes out at -379.752180 a.u. The value obtained for the HOMO-LUMO gap is 9.14 eV.

***

The following is a quantum chemistry calculation of a structure of composition C42H42BI2N12O4S2Zr at a distorted geometry, from the OMol25 dataset.

```
106
Properties=species:S:1:pos:R:3:forces:R:3
Zr 0.3639 0.6871 0.9074 1.36 1.18 -0.14
I 4.8656 0.1231 7.3158 -0.09 0.04 -0.07
C 3.3914 0.2512 5.8377 0.15 -0.03 0.17
C 2.0596 0.3934 6.1972 -0.01 0.02 -0.07
C 1.1050 0.4464 5.1997 -0.31 0.02 -0.26
I -0.9224 0.5283 5.7128 0.15 0.06 0.01
C 1.4300 0.4031 3.8281 0.05 -0.02 0.47
O 0.4801 0.4994 2.9143 0.47 -0.13 0.54
C 2.7863 0.2094 3.5042 -0.15 -0.05 -0.12
C 3.2148 0.0549 2.0645 -0.28 -0.05 0.57
N 2.1816 -0.6343 1.2538 0.48 -0.42 -0.11
C 1.8247 -1.9707 1.7733 -0.18 -0.04 0.12
C 0.4065 -2.0584 2.2948 0.04 -0.12 -0.31
C 0.1141 -2.7836 3.4303 -0.01 -0.21 0.05
C -1.2089 -2.9181 3.8214 -0.05 -0.02 0.02
C -2.1979 -2.3264 3.0556 -0.04 -0.13 0.04
C -1.8201 -1.5887 1.9509 0.08 -0.09 -0.14
N -0.5481 -1.4435 1.5709 0.05 0.01 0.46
C 3.7449 0.1397 4.5072 0.04 -0.02 -0.09
H 1.7693 0.4615 7.2366 -0.01 -0.05 -0.02
H 3.3901 1.0271 1.6147 0.01 0.10 -0.17
H 4.1508 -0.5066 2.0290 0.05 -0.04 -0.03
H 2.5421 -0.7255 0.2995 0.15 -0.17 0.01
H 1.8983 -2.7028 0.9705 0.12 0.03 -0.11
H 2.5173 -2.2623 2.5604 0.04 -0.03 0.05
H 0.9109 -3.2340 4.0093 0.00 0.03 -0.05
H -1.4620 -3.4791 4.7124 0.01 0.04 -0.02
H -3.2429 -2.4134 3.3208 0.03 0.02 -0.03
H -2.5644 -1.0974 1.3396 -0.01 0.12 0.04
H 4.7845 -0.0078 4.2351 -0.04 -0.02 0.01
C 5.1300 3.3571 0.0896 -0.07 0.04 0.04
N 3.8841 4.0374 -0.2154 0.12 0.04 0.02
C 3.6808 5.4012 -0.1115 0.17 -0.08 0.06
C 2.3979 5.6214 -0.4539 -0.21 -0.07 -0.07
N 1.8163 4.4093 -0.7667 0.13 0.09 -0.13
B 0.3198 4.2610 -1.1654 -0.02 -0.01 0.12
N -0.5577 4.4897 0.1274 0.01 -0.05 0.14
C -1.7667 5.1528 0.1463 0.12 -0.04 -0.13
C -2.2794 5.0625 1.3930 0.00 -0.04 0.19
N -1.3730 4.3412 2.1432 -0.11 -0.09 -0.04
C -1.5470 3.9034 3.5197 -0.01 0.07 -0.02
C -0.3387 3.9871 1.3552 0.14 0.35 -0.22
S 1.0428 3.1051 1.9104 -0.32 0.06 -0.05
C 2.7321 3.4470 -0.5984 -0.17 0.10 0.11
S 2.5726 1.7322 -0.7681 -0.24 -0.26 -0.25
H 5.9317 4.0901 0.0905 0.00 0.02 0.00
H 5.3331 2.6021 -0.6641 0.00 -0.01 -0.02
H 5.0799 2.8809 1.0681 -0.02 -0.01 0.01
H 4.4647 6.0747 0.1924 -0.04 -0.06 -0.05
H 1.8360 6.5391 -0.4999 0.04 -0.06 -0.04
H 0.0409 5.1114 -1.9751 -0.06 -0.01 0.11
H 0.1345 3.1484 -1.5538 0.02 -0.02 -0.14
H -2.1591 5.6346 -0.7335 0.06 -0.03 0.05
H -3.1876 5.4541 1.8191 0.05 -0.03 -0.03
H -2.5449 4.1830 3.8491 0.00 0.03 -0.03
H -0.8071 4.3655 4.1693 0.03 0.02 -0.01
H -1.4351 2.8249 3.5672 0.02 -0.09 0.01
C -2.1603 -6.4497 -3.1051 0.01 -0.05 0.07
O -2.2615 -5.4269 -2.1246 0.05 -0.27 0.04
C -2.9598 -4.3175 -2.4417 -0.45 0.15 -0.09
C -3.1703 -3.4076 -1.4028 -0.12 0.01 0.09
C -3.8740 -2.2443 -1.6245 -0.21 -0.29 -0.02
C -4.4062 -1.9646 -2.8941 -0.03 -0.24 0.24
C -4.2133 -2.8904 -3.9092 -0.01 0.21 -0.07
C -3.4799 -4.0502 -3.7027 0.08 -0.14 -0.03
N -5.2978 -0.8851 -3.2173 0.04 0.11 0.14
N -5.3173 0.1983 -2.6093 -0.14 -0.20 -0.18
C -4.3347 0.5295 -1.6364 0.29 0.27 -0.02
C -4.7127 1.0334 -0.4242 -0.23 -0.11 -0.05
C -3.7649 1.3460 0.5702 -0.09 -0.08 0.25
C -2.4275 1.1660 0.3440 -0.10 0.13 -0.07
O -1.4787 1.3664 1.2626 -0.95 -0.13 -0.37
C -2.0081 0.7788 -0.9628 -0.19 0.14 -0.20
N -0.6634 0.7992 -1.1911 -0.68 -0.01 0.00
C -0.2391 0.6071 -2.4196 0.23 0.07 -0.04
C -1.0966 0.3026 -3.4805 -0.18 0.05 -0.07
C -2.4459 0.2200 -3.2532 0.12 0.07 -0.02
C -2.9492 0.4799 -1.9625 0.19 0.25 -0.15
H -1.6520 -7.2772 -2.6214 0.03 -0.02 0.01
H -1.5744 -6.1209 -3.9664 0.00 0.03 -0.04
H -3.1454 -6.7794 -3.4385 -0.02 0.03 0.00
H -2.7944 -3.6544 -0.4165 0.02 0.05 -0.03
H -4.0634 -1.5768 -0.7974 0.03 -0.13 0.05
H -4.6499 -2.6873 -4.8803 -0.05 -0.04 0.06
H -3.3532 -4.7532 -4.5148 -0.01 0.06 0.01
H -5.7711 1.1309 -0.2104 0.05 0.05 -0.02
H -4.0870 1.7046 1.5406 0.00 -0.02 -0.03
H 0.8256 0.7306 -2.5835 0.02 -0.09 0.07
H -0.6910 0.1606 -4.4732 0.02 0.02 0.03
H -3.1281 0.0000 -4.0644 0.06 0.05 0.01
C -0.2315 -3.3329 -2.7559 0.28 0.20 0.15
N 1.1119 -2.7436 -2.7346 -0.05 -0.13 -0.12
C 2.0424 -3.0376 -3.6729 -0.06 0.02 -0.03
C 3.2578 -2.4501 -3.6823 0.22 0.08 -0.04
C 3.5204 -1.5087 -2.6430 -0.15 -0.12 0.14
N 2.6423 -1.2937 -1.6755 0.10 0.17 0.09
C 1.4202 -1.8561 -1.7071 -0.07 -0.16 -0.32
O 0.5468 -1.6023 -0.8748 0.07 0.09 0.30
N 4.6695 -0.8164 -2.5768 -0.11 -0.08 -0.10
H -0.3346 -3.9476 -3.6456 0.06 -0.02 -0.04
H -0.9829 -2.5459 -2.7671 0.11 0.04 -0.04
H -0.3928 -3.9390 -1.8667 0.10 0.04 -0.05
H 1.7491 -3.7568 -4.4249 -0.03 -0.01 -0.01
H 3.9867 -2.6778 -4.4462 -0.05 0.00 0.02
H 5.3130 -0.8389 -3.3478 0.02 0.04 0.02
H 4.6608 -0.0097 -1.9704 0.07 0.03 0.04
```
Forces are in eV/Å.

As for the energy above the lowest of the compared OMol25 structures with the same formula, charge and spin: 216.9 kJ/mol. The value obtained for the HOMO energy is -0.3566 Eh. The total energy comes out at -4047.497540 a.u. The value obtained for the HOMO-LUMO gap is 6.90 eV. The charge is +1.

***

The following is a quantum chemistry calculation of a cluster of 2 separate species, C4H6N2O in total, from the OMol25 dataset.

```
13
Properties=species:S:1:pos:R:3:forces:R:3
C 0.2444 -1.2980 1.5909 -0.27 -0.13 0.00
O 1.4056 -0.6778 1.0154 0.12 0.00 -0.32
C 1.3495 -0.4675 -0.2724 -0.20 0.03 -0.42
N 0.5474 -0.7112 -1.1693 0.40 0.35 0.09
N -0.1421 -0.3362 -2.1515 -0.02 -0.48 0.04
C -0.7305 1.9786 -0.8699 -0.06 0.62 0.75
C -0.8141 2.3748 0.2653 -0.07 0.27 -0.88
H 0.4514 -1.4600 2.6513 -0.02 0.07 -0.27
H -0.6189 -0.6447 1.4480 0.03 -0.08 0.07
H 0.1011 -2.2457 1.0664 -0.17 0.00 0.20
H -0.2265 -1.0752 -2.8475 0.26 -0.35 0.18
H -0.6298 1.5912 -1.8625 -0.04 -0.02 0.27
H -0.9378 2.9716 1.1356 0.05 -0.27 0.28
```
Forces are in eV/Å.

As for the energy above the lowest of the compared OMol25 structures with the same formula, charge and spin: 662.9 kJ/mol. The value obtained for the HOMO energy is -0.3244 Eh. The total energy comes out at -340.542406 a.u. The value obtained for the HOMO-LUMO gap is 9.15 eV.

***

The following is a quantum chemistry calculation of an isolated molecule of C4H9NO, from the OMol25 dataset.

```
15
Properties=species:S:1:pos:R:3:forces:R:3
C 0.3194 -1.2253 -0.7230 -0.03 -0.08 0.00
C 0.3786 0.1857 -0.1392 0.14 0.04 -0.06
C 0.3090 1.2766 -1.2022 0.00 0.02 -0.02
N -0.6965 0.3843 0.8293 -0.05 -0.10 0.07
C -0.6579 -0.1905 2.0573 0.12 0.01 0.06
O 0.3044 -0.7778 2.5157 -0.34 0.14 -0.18
H -0.5825 -1.3605 -1.3327 0.12 0.06 0.07
H 0.2980 -1.9545 0.0917 0.05 0.07 -0.14
H 1.1950 -1.4331 -1.3474 -0.12 0.07 0.07
H 1.3141 0.2847 0.4214 -0.11 0.00 -0.06
H 0.3782 2.2700 -0.7452 0.00 -0.16 -0.09
H -0.6305 1.2203 -1.7693 0.14 -0.02 0.11
H 1.1312 1.1662 -1.9170 -0.13 0.01 0.13
H -1.5602 0.8065 0.5207 0.10 -0.10 0.06
H -1.6030 -0.0638 2.6185 0.13 0.03 -0.01
```
Forces are in eV/Å.

As for the energy above the lowest of the compared OMol25 structures with the same formula, charge and spin: 33.1 kJ/mol. The value obtained for the HOMO energy is -0.3582 Eh. Its structure (SMILES) is CC(C)NC=O. The total energy comes out at -287.819840 a.u. The value obtained for the HOMO-LUMO gap is 10.67 eV.